DFT (ωB97M-V with the def2-TZVPD basis set) results for a 2-piece molecular cluster, C2H8NO overall.

Last column: natural (NBO) charge in e.
Element x y z (Å)
O  1.5949  -1.3540  1.7300  -0.736
H  1.1751  -0.6394  2.2990  0.420
C  0.6690  1.0409  -0.3074  -0.432
N  0.0130  -0.2877  -0.0127  -0.470
C  -1.3026  -0.4922  -0.6493  -0.422
H  1.7120  1.0119  -0.3437  0.222
H  0.3889  1.3614  -1.3849  0.201
H  0.0943  1.8869  0.3757  0.191
H  0.5454  -0.8450  0.7387  0.410
H  -1.8916  -1.2244  0.0193  0.220
H  -1.1295  -0.8220  -1.6357  0.206
H  -1.8688  0.3636  -0.8290  0.190

Computed properties:
ΔE to the lowest compared entry with this formula, charge and spin: 2.918 eV
multiplicity: 2
F_max: 5.15 eV/Å
E_tot: -210.82302 Ha
<S²>: 0.76
LUMO (spin up / spin down): 0.85 / -2.52 eV